[1]
C24H42F3IrN3O4S2Si as an isolated structure. Source: OMol25; level of theory: ωB97M-V/def2-TZVPD.

Values from the calculation:
net charge	+2
HOMO (spin up / spin down)	-0.5415 / -0.5504	hartree
spin multiplicity	2

Atoms and positions in Å:
Ir 0.921 -0.734 1.068
F 3.785 -1.128 -3.332
C 3.493 -2.375 -2.955
F 3.576 -3.177 -4.008
F 4.417 -2.749 -2.054
C 2.117 -2.436 -2.331
C 1.077 -3.172 -2.885
C -0.169 -3.213 -2.254
C -0.363 -2.527 -1.075
N 0.649 -1.813 -0.564
C 1.854 -1.750 -1.159
S 2.823 -0.723 -0.119
H 1.250 -3.716 -3.804
H -0.987 -3.784 -2.669
H -1.300 -2.543 -0.536
C 0.555 -1.690 4.919
N 1.576 -2.596 4.388
C 2.464 -3.175 5.404
C 3.144 -4.419 4.879
C 3.722 -4.121 3.510
N 2.656 -3.640 2.624
C 2.687 -4.099 1.241
C 1.674 -2.870 3.085
O 0.769 -2.403 2.271
H 1.034 -0.953 5.564
H -0.169 -2.251 5.510
H 0.030 -1.187 4.118
H 1.856 -3.402 6.279
H 3.195 -2.417 5.697
H 2.428 -5.239 4.802
H 3.930 -4.728 5.566
H 4.143 -5.017 3.060
H 4.516 -3.372 3.569
H 3.501 -3.622 0.691
H 1.734 -3.889 0.763
H 2.849 -5.176 1.225
C -2.837 5.077 -0.377
C -1.521 4.684 0.274
C -0.524 5.827 0.245
C -1.719 4.152 1.684
O -0.901 3.627 -0.542
Si -1.273 2.106 -0.830
S 0.003 1.170 0.838
O -0.685 1.493 -2.179
C 0.420 1.859 -3.065
C 1.606 2.334 -2.241
C 0.755 0.593 -3.826
C -0.096 2.950 -3.989
O -2.771 1.719 -0.481
C -3.779 0.695 -0.731
C -5.074 1.448 -0.985
C -3.388 -0.142 -1.938
C -3.867 -0.139 0.535
H -3.287 5.898 0.180
H -3.537 4.242 -0.384
H -2.669 5.413 -1.401
H -0.909 6.668 0.821
H -0.356 6.160 -0.779
H 0.429 5.519 0.676
H -2.154 4.927 2.314
H -0.762 3.862 2.123
H -2.403 3.299 1.688
H 1.934 1.551 -1.549
H 1.359 3.233 -1.675
H 2.442 2.565 -2.901
H 1.074 -0.179 -3.125
H 1.570 0.772 -4.526
H -0.113 0.237 -4.383
H -0.367 3.837 -3.414
H -0.971 2.603 -4.539
H 0.675 3.231 -4.707
H -4.990 2.061 -1.882
H -5.315 2.093 -0.139
H -5.894 0.743 -1.123
H -3.298 0.485 -2.826
H -4.153 -0.895 -2.125
H -2.427 -0.638 -1.782
H -4.153 0.489 1.380
H -2.898 -0.590 0.768
H -4.608 -0.930 0.430



[2]
One molecule with the formula C24H30N4O4. Source: OMol25; level of theory: ωB97M-V/def2-TZVPD.

Values from the calculation:
HOMO	-0.2643	hartree
SMILES	CC(=O)c1ccc(NC(=O)[C@H](C)N(C)CC(=O)Nc2ccc(N3CCOCC3)cc2)cc1
energy relative to the best compared isomer or geometry (same formula, charge and spin)	38.3	kcal/mol

Atoms and positions in Å:
C -3.245 -3.038 1.523
C -2.625 -3.006 0.149
O -3.287 -3.187 -0.851
C -1.172 -2.726 0.064
C -0.383 -2.371 1.158
C 0.954 -2.069 1.001
C 1.534 -2.111 -0.264
N 2.847 -1.705 -0.507
C 3.817 -1.346 0.387
O 3.760 -1.536 1.578
C 4.945 -0.561 -0.300
C 6.210 -0.529 0.556
N 4.330 0.735 -0.600
C 4.977 1.479 -1.661
C 4.080 1.567 0.567
C 2.725 2.282 0.508
O 2.529 3.325 1.092
N 1.811 1.580 -0.203
C 0.427 1.762 -0.298
C -0.311 0.844 -1.036
C -1.688 0.919 -1.101
C -2.385 1.938 -0.443
N -3.765 2.086 -0.523
C -4.515 2.419 0.675
C -4.913 1.132 1.414
O -5.674 0.279 0.591
C -4.969 -0.060 -0.586
C -4.561 1.203 -1.353
C -1.622 2.884 0.254
C -0.250 2.799 0.337
C 0.761 -2.499 -1.361
C -0.571 -2.801 -1.195
H -2.757 -3.792 2.137
H -3.134 -2.071 2.008
H -4.303 -3.270 1.434
H -0.811 -2.311 2.146
H 1.552 -1.787 1.851
H 3.073 -1.589 -1.486
H 5.176 -1.032 -1.263
H 6.661 -1.517 0.575
H 6.928 0.177 0.146
H 5.973 -0.246 1.578
H 5.041 0.858 -2.555
H 4.367 2.353 -1.887
H 5.987 1.821 -1.398
H 4.862 2.321 0.729
H 4.033 0.942 1.463
H 2.185 0.764 -0.673
H 0.195 0.042 -1.554
H -2.208 0.159 -1.662
H -5.419 2.957 0.373
H -3.931 3.051 1.339
H -3.997 0.617 1.748
H -5.538 1.356 2.280
H -4.074 -0.645 -0.329
H -5.643 -0.682 -1.176
H -5.468 1.754 -1.628
H -4.023 0.952 -2.266
H -2.110 3.718 0.734
H 0.307 3.535 0.892
H 1.210 -2.545 -2.344
H -1.181 -3.088 -2.038



[3]
C34H42BrN6ORbS2Se2Si as an isolated structure at a distorted geometry. Source: OMol25; level of theory: ωB97M-V/def2-TZVPD.

Values from the calculation:
net charge	-2
HOMO	-0.0379	hartree
energy relative to the best compared isomer or geometry (same formula, charge and spin)	16.8	kcal/mol

Atoms and positions in Å:
Rb -0.172 0.219 -0.424
C 4.769 -1.884 -1.395
Se 5.806 -1.763 0.311
C 4.376 -2.636 1.453
C 4.452 -2.290 2.921
Se 3.724 -0.493 3.375
C 2.592 -0.964 4.922
H 3.706 -1.706 -1.171
H 4.952 -2.887 -1.782
H 5.137 -1.105 -2.052
H 4.579 -3.677 1.189
H 3.410 -2.377 1.010
H 5.490 -2.310 3.335
H 3.789 -2.952 3.512
H 2.800 -0.243 5.711
H 2.786 -1.988 5.289
H 1.551 -0.872 4.586
C 2.348 3.524 1.947
C 2.414 3.750 0.458
C 2.980 4.872 -0.080
C 3.136 4.913 -1.468
C 2.650 3.911 -2.245
C 1.938 2.770 -1.655
N 1.910 2.730 -0.273
N 1.355 1.862 -2.418
Si 1.222 1.871 -4.143
C -0.187 0.677 -4.536
C 0.828 3.523 -4.998
C 2.899 1.417 -4.824
H 2.732 4.364 2.502
H 2.949 2.666 2.206
H 1.276 3.273 2.226
H 3.393 5.637 0.596
H 3.641 5.778 -1.865
H 2.696 3.927 -3.313
H -1.203 1.059 -4.354
H -0.035 -0.213 -3.939
H -0.058 0.432 -5.580
H 0.138 3.417 -5.808
H 1.752 4.025 -5.343
H 0.341 4.197 -4.282
H 3.080 0.367 -4.712
H 3.773 1.933 -4.389
H 2.924 1.622 -5.886
S -2.845 -1.640 1.695
C -3.373 -0.642 2.953
C -4.613 -0.909 3.579
C -5.342 0.038 4.300
C -6.724 -0.234 4.654
N -7.829 -0.499 4.903
C -4.664 1.208 4.728
C -3.360 1.448 4.282
C -2.645 0.563 3.447
S -1.092 0.941 2.934
C -5.392 2.128 5.559
N -5.950 2.788 6.347
H -5.155 -1.834 3.355
H -2.905 2.394 4.639
O -1.103 -1.573 -2.569
C -1.532 -2.922 -2.155
C -0.455 -3.939 -2.361
C 0.752 -3.854 -1.375
C 0.393 -3.870 0.082
C 0.028 -5.059 0.717
C -0.280 -5.040 2.067
C -0.296 -3.822 2.744
C -0.030 -2.676 2.032
N 0.358 -2.707 0.776
H -1.761 -1.223 -3.215
H -2.427 -3.213 -2.713
H -1.826 -2.865 -1.080
H -0.110 -3.824 -3.419
H -0.936 -4.930 -2.300
H 1.359 -2.924 -1.590
H 1.389 -4.722 -1.669
H 0.012 -5.974 0.124
H -0.503 -5.963 2.559
H -0.652 -3.827 3.769
H -0.110 -1.661 2.495
Br -1.700 4.078 -2.188
C -2.944 2.733 -1.716
C -4.234 3.242 -1.576
C -5.281 2.355 -1.343
C -4.937 1.021 -1.037
C -3.608 0.652 -0.998
N -2.604 1.462 -1.404
H -4.352 4.303 -1.731
H -6.326 2.679 -1.371
H -5.732 0.246 -0.919
H -3.304 -0.308 -0.624



[4]
One molecule with the formula C7H3Br2Cl3 at a distorted geometry. Source: OMol25; level of theory: ωB97M-V/def2-TZVPD.

Values from the calculation:
HOMO	-0.3389	hartree
SMILES	ClC(Cl)(Cl)c1c(Br)cccc1Br
energy relative to the best compared isomer or geometry (same formula, charge and spin)	0.0	kcal/mol

Atoms and positions in Å:
Cl 2.722 -1.022 1.395
C 2.327 0.021 0.001
Cl 2.877 -0.585 -1.524
Cl 3.151 1.505 0.258
C 0.609 0.043 -0.013
C -0.042 -1.174 0.001
Br 0.707 -2.881 -0.215
C -1.472 -1.222 0.043
C -2.213 -0.040 0.010
C -1.557 1.164 0.048
C -0.173 1.219 -0.092
Br 0.512 2.975 -0.168
H -2.046 -2.204 0.075
H -3.228 0.064 0.045
H -2.176 2.138 0.137



[5]
One molecule with the formula C16H18N6O6 at a distorted geometry. Source: OMol25; level of theory: ωB97M-V/def2-TZVPD.

Values from the calculation:
HOMO	-0.2938	hartree
energy relative to the best compared isomer or geometry (same formula, charge and spin)	0.0	kcal/mol

Atoms and positions in Å:
N 4.220 2.483 -4.562
O 0.074 -0.992 -1.737
O -0.528 -5.295 -0.597
O 0.025 -2.371 1.691
O 3.650 1.336 0.535
O 1.982 0.105 1.227
N 1.832 2.787 -4.038
N 3.045 2.652 -4.310
O -1.480 -2.602 -0.024
C 0.205 -2.199 -1.765
C -0.100 -4.318 -1.183
C -1.067 -2.107 1.183
C 0.122 2.872 -2.445
C -0.419 2.681 -1.154
C 2.182 1.897 -1.763
C 1.408 2.489 -2.751
C 0.294 1.959 -0.163
C 1.643 1.598 -0.494
N -0.461 -3.012 -0.895
N -0.283 1.587 1.070
N 2.476 0.967 0.482
C 1.130 -2.925 -2.682
C 0.971 -4.402 -2.274
C -2.067 -1.160 1.891
C -1.421 2.268 1.741
C -1.534 -0.585 3.218
C -1.522 1.996 3.233
C -2.230 0.692 3.654
H -0.483 3.293 -3.207
H -1.448 2.977 -0.978
H 3.217 1.659 -1.957
H 0.269 0.976 1.644
H 2.160 -2.601 -2.539
H 0.839 -2.738 -3.702
H 0.706 -5.061 -3.090
H 1.894 -4.782 -1.853
H -2.324 -0.349 1.189
H -3.034 -1.677 2.029
H -1.257 3.366 1.635
H -2.368 2.036 1.237
H -1.678 -1.335 3.997
H -0.481 -0.434 3.141
H -2.115 2.841 3.673
H -0.507 2.067 3.693
H -3.252 0.651 3.240
H -2.287 0.713 4.759



[6]
A 2-piece molecular cluster, C2H3IN2O overall at a distorted geometry. Source: OMol25; level of theory: ωB97M-V/def2-TZVPD.

Values from the calculation:
HOMO	-0.3394	hartree
SMILES	c1nnco1.I
energy relative to the best compared isomer or geometry (same formula, charge and spin)	38.2	kcal/mol

Atoms and positions in Å:
C -1.187 0.499 0.638
N -0.713 -0.641 0.294
N 0.499 -0.435 -0.275
C 0.663 0.827 -0.370
O -0.405 1.496 0.193
H -2.078 0.682 1.111
H 1.616 1.150 -0.600
I 1.471 -3.563 -0.410
H 0.805 -2.264 -0.110



[7]
C12H26N6O6Zn as an isolated structure at a distorted geometry. Source: OMol25; level of theory: ωB97M-V/def2-TZVPD.

Values from the calculation:
HOMO (spin up / spin down)	-0.2236 / -0.2232	hartree
energy relative to the best compared isomer or geometry (same formula, charge and spin)	0.0	kcal/mol

Atoms and positions in Å:
O 0.021 4.766 -1.839
H 0.298 5.686 -1.919
Zn -0.135 0.413 -0.135
N 0.999 -0.838 -1.251
N -0.513 1.026 -1.967
N 0.809 0.109 1.606
N -0.566 2.043 0.899
O 1.822 -1.693 -0.721
O 1.507 -1.059 1.862
O -1.327 3.049 0.372
O -1.320 2.010 -2.170
C -0.294 0.092 -2.927
C 0.511 -1.011 -2.496
C 0.338 0.803 2.639
C -0.423 1.972 2.224
C 0.772 -2.273 -3.244
H 0.380 -3.170 -2.741
H 1.852 -2.418 -3.367
H 0.311 -2.237 -4.232
C -0.992 0.201 -4.228
H -0.774 1.172 -4.686
H -2.079 0.148 -4.080
H -0.693 -0.597 -4.913
C 0.466 0.372 4.057
C -1.091 2.880 3.198
H 1.278 -0.349 4.191
H -0.465 -0.085 4.427
H 0.648 1.260 4.668
H -1.820 3.483 2.652
H -0.385 3.550 3.708
H -1.599 2.285 3.970
H 1.718 -1.403 0.919
H -1.393 2.794 -0.603
C 1.232 4.018 -1.668
H 1.181 3.111 -2.276
H 1.358 3.741 -0.614
H 2.095 4.629 -1.999
O 3.114 1.316 -0.602
H 3.167 1.366 0.381
H 2.979 0.348 -0.733
C -2.405 -4.107 1.643
N -1.172 -3.505 1.133
C 0.090 -4.271 1.135
C -1.219 -2.284 0.695
N -1.349 -1.170 0.314
H -2.174 -5.126 1.978
H -3.167 -4.137 0.847
H -2.797 -3.513 2.485
H 0.580 -4.201 0.154
H 0.787 -3.881 1.892
H -0.157 -5.313 1.360



[8]
One molecule with the formula C8H9N3O at a distorted geometry. Source: OMol25; level of theory: ωB97M-V/def2-TZVPD.

Values from the calculation:
HOMO	-0.2790	hartree
SMILES	NOC1=CCNc2cccnc21
energy relative to the best compared isomer or geometry (same formula, charge and spin)	75.0	kcal/mol

Atoms and positions in Å:
N -2.859 -1.983 0.292
O -1.475 -1.937 0.615
C -0.882 -0.636 0.009
C -1.706 0.174 -0.637
C -1.267 1.390 -1.281
N 0.084 1.753 -0.842
C 0.888 0.808 -0.206
C 2.181 1.187 0.189
C 2.889 0.327 0.983
C 2.393 -0.965 1.354
N 1.135 -1.281 1.126
C 0.483 -0.400 0.360
H -2.732 -2.479 -0.587
H -3.373 -2.538 0.969
H -2.794 -0.103 -0.870
H -1.293 1.389 -2.361
H -1.872 2.182 -1.038
H 0.716 2.273 -1.420
H 2.722 2.080 -0.028
H 3.922 0.503 1.385
H 2.842 -1.742 1.989



[9]
C5H10O as an isolated structure. Source: OMol25; level of theory: ωB97M-V/def2-TZVPD.

Values from the calculation:
HOMO	-0.2871	hartree
energy relative to the best compared isomer or geometry (same formula, charge and spin)	137.4	kcal/mol

Atoms and positions in Å:
C 1.428 -0.447 -0.492
C 0.236 -0.524 0.425
C 0.360 0.173 1.758
C -0.834 1.044 -0.430
C -1.383 0.273 -1.545
O -1.385 -0.524 -0.370
H 1.179 -0.800 -1.497
H 2.203 -1.122 -0.100
H 1.811 0.572 -0.557
H 0.012 -1.579 0.625
H 1.006 -0.439 2.406
H -0.615 0.245 2.249
H 0.779 1.176 1.649
H -1.635 1.594 0.087
H -2.416 0.446 -1.850
H -0.746 -0.089 -2.357



[10]
C38H31BrFeN8O2S3 as an isolated structure. Source: OMol25; level of theory: ωB97M-V/def2-TZVPD.

Values from the calculation:
net charge	+1
HOMO (spin up / spin down)	-0.3535 / -0.3533	hartree
energy relative to the best compared isomer or geometry (same formula, charge and spin)	2.8	kcal/mol
spin multiplicity	2

Atoms and positions in Å:
Fe -0.364 -0.213 -0.413
S 2.724 -3.217 -1.479
C 1.224 -4.004 -1.748
C 0.160 -3.197 -1.479
C 0.514 -1.882 -1.034
C 1.883 -1.775 -1.011
C 2.490 -0.482 -0.748
C 3.858 -0.237 -0.678
C 4.303 1.055 -0.481
C 3.371 2.075 -0.364
C 2.029 1.752 -0.436
N 1.581 0.510 -0.624
H 1.213 -5.030 -2.084
H -0.858 -3.554 -1.584
H 4.554 -1.059 -0.778
H 5.363 1.267 -0.423
H 3.669 3.102 -0.213
H 1.276 2.520 -0.342
N -1.452 -2.538 3.236
C -0.519 -2.762 4.242
C -0.824 -2.423 5.557
C 0.141 -2.559 6.530
C 1.419 -3.032 6.211
C 1.724 -3.384 4.919
C 0.750 -3.260 3.924
S 1.111 -3.731 2.309
N -0.200 -3.384 1.445
C -1.206 -2.717 1.923
C -2.286 -2.355 0.949
C -3.456 -3.083 1.092
C -4.435 -3.010 0.115
C -4.171 -2.243 -0.996
C -2.987 -1.523 -1.048
N -2.060 -1.504 -0.084
H -2.251 -1.966 3.478
H -1.805 -2.030 5.796
H -0.090 -2.286 7.550
H 2.169 -3.119 6.984
H 2.709 -3.750 4.660
H -3.570 -3.744 1.941
H -5.353 -3.575 0.206
H -4.864 -2.184 -1.823
H -2.764 -0.924 -1.913
Br -4.695 2.674 5.439
C -3.174 1.973 4.564
C -3.331 1.288 3.368
C -2.207 0.787 2.724
C -0.932 0.951 3.260
C -0.806 1.641 4.463
C -1.915 2.157 5.117
C 0.335 0.352 2.637
O 1.384 0.554 3.243
O 0.224 -0.376 1.590
H -4.317 1.156 2.943
H -2.321 0.270 1.780
H 0.188 1.759 4.874
H -1.807 2.695 6.049
C -1.139 4.674 1.867
N -1.288 4.101 0.530
C -2.155 4.804 -0.415
C -1.119 2.804 0.370
N -0.888 1.693 0.163
H -0.860 5.720 1.759
H -0.349 4.150 2.399
H -2.066 4.603 2.437
H -1.802 5.830 -0.506
H -3.193 4.810 -0.073
H -2.104 4.320 -1.388
N 0.805 -0.238 -3.587
C -0.287 0.502 -3.400
N -1.025 0.494 -2.312
C -2.143 1.329 -2.493
C -3.211 1.507 -1.611
C -4.266 2.331 -1.966
C -4.279 3.006 -3.185
C -3.233 2.842 -4.076
C -2.192 1.998 -3.722
S -0.814 1.559 -4.687
H 1.085 -0.889 -2.860
H 1.338 -0.164 -4.433
H -3.213 1.012 -0.652
H -5.093 2.453 -1.279
H -5.110 3.649 -3.441
H -3.235 3.346 -5.033



| no. | E (a.u.) |
| --- | --- |
| 1 | -2894.39912 |
| 2 | -1452.55842 |
| 3 | -10211.49011 |
| 4 | -6797.09382 |
| 5 | -1400.28006 |
| 6 | -560.38967 |
| 7 | -3031.91486 |
| 8 | -549.62146 |
| 9 | -271.53373 |
| 10 | -7087.31595 |